One molecule with the formula C12H10N2, computed with ωB97M-V with the def2-TZVPD basis set.

The geometry in ORCA input format:
```
! wB97M-V def2-TZVPD RIJCOSX def2/J DEFGRID3
* xyz 0 1
C 1.24281 -1.30385 1.08665
C 1.87613 -0.88227 0.05882
C 1.27074 -0.11296 -1.10395
C -0.15199 -0.16454 -1.24531
C -0.68061 0.42249 -2.36899
C 0.10389 0.86822 -3.42868
C 1.51190 1.04909 -3.08505
N 2.03952 0.68198 -1.88626
C -0.01651 -0.73532 1.69356
C -1.27999 -1.20173 1.47522
C -2.33415 -0.50351 2.01192
N -2.19788 0.67721 2.61066
C -1.00751 1.22124 2.71789
C 0.14020 0.42129 2.41937
H 1.81300 -1.89269 1.78067
H 2.85174 -1.30540 -0.15774
H -0.81669 -0.52656 -0.54912
H -1.69908 0.31849 -2.70670
H -0.15533 1.34368 -4.40419
H 2.21881 1.65323 -3.57904
H -1.57537 -2.17516 1.00740
H -3.37319 -0.85076 1.86320
H -0.95590 2.25338 3.10438
H 1.17547 0.74445 2.68530
*
```

The value obtained for the HOMO energy is -9.0 eV. The value obtained for the calculated total energy is -15584.057 eV. The SMILES is C(=C/c1ccccn1)/c1ccncc1. For the energy relative to the best compared isomer or geometry (same formula, charge and spin), the calculation gives 1.682 eV.

Atomic partial charges in e from the Löwdin method, atoms 1 to 4: atom 1 (C): -0.069, atom 2 (C): -0.040, atom 3 (C): -0.223, atom 4 (C): -0.002